Here is a cluster of 16 separate species, C60H126F4O27 in total in a non-equilibrium geometry from OMol25. Energies are from wB97M-V/def2-TZVPD.

The geometry in ORCA input format:
```
! wB97M-V def2-TZVPD RIJCOSX def2/J DEFGRID3
* xyz 0 1
C -1.75 2.80 -5.96
C -2.38 2.33 -4.71
O -1.49 1.30 -4.31
C -0.33 1.42 -4.97
O 0.69 0.72 -4.72
O -0.47 2.37 -5.83
F -3.55 1.76 -4.77
H -1.76 3.89 -6.03
H -2.17 2.38 -6.88
H -2.36 3.13 -3.97
C 3.89 1.14 -4.86
C 3.67 1.09 -6.35
O 4.74 1.89 -6.81
C 5.15 2.73 -5.86
O 6.03 3.59 -6.02
O 4.53 2.41 -4.71
F 2.50 1.69 -6.73
H 4.58 0.37 -4.51
H 3.00 1.11 -4.23
H 3.71 0.06 -6.69
C 0.62 5.61 -5.19
C 1.96 4.87 -5.15
O 1.93 4.26 -3.89
C 0.89 4.71 -3.18
O 0.81 4.54 -1.98
O 0.15 5.51 -3.91
F 2.94 5.74 -5.10
H -0.07 5.24 -5.95
H 0.72 6.65 -5.48
H 2.12 4.18 -5.97
C -3.08 3.78 3.11
C -3.50 2.62 3.88
O -2.39 2.38 4.77
C -1.66 3.47 4.89
O -0.77 3.66 5.78
O -2.03 4.37 3.92
F -3.62 1.56 3.05
H -3.85 4.54 3.03
H -2.75 3.47 2.12
H -4.36 2.89 4.49
C -7.69 0.41 4.13
C -6.41 0.06 3.53
O -6.06 -1.32 3.79
C -4.67 -1.52 3.44
C -4.29 -3.00 3.38
H -8.60 -0.05 3.73
H -7.71 0.15 5.19
H -7.84 1.49 4.12
H -6.41 0.17 2.44
H -5.61 0.64 3.97
H -4.49 -1.21 2.41
H -4.01 -0.99 4.13
H -4.21 -3.41 4.39
H -3.32 -3.14 2.90
H -4.97 -3.60 2.78
C -1.32 -0.63 2.51
C -0.35 0.48 2.02
O -0.02 0.28 0.66
C 1.07 1.07 0.25
C 1.50 0.80 -1.19
H -2.26 -0.65 1.97
H -0.79 -1.58 2.41
H -1.47 -0.50 3.58
H -0.99 1.36 2.07
H 0.47 0.66 2.71
H 0.88 2.14 0.31
H 1.87 0.83 0.95
H 1.75 -0.25 -1.30
H 2.38 1.39 -1.44
H 0.64 0.96 -1.84
C 1.72 -4.21 0.56
C 2.86 -4.59 1.48
O 2.26 -5.06 2.72
C 2.20 -4.02 3.71
C 1.80 -4.66 5.06
H 1.07 -5.08 0.49
H 1.21 -3.35 0.99
H 2.12 -3.93 -0.41
H 3.43 -5.41 1.04
H 3.54 -3.77 1.70
H 3.15 -3.48 3.69
H 1.49 -3.24 3.42
H 1.89 -3.94 5.88
H 2.37 -5.57 5.22
H 0.73 -4.86 5.03
C -4.67 -3.89 -0.06
C -4.01 -5.26 0.08
O -3.15 -5.17 1.22
C -2.13 -6.13 1.27
C -1.29 -6.11 2.59
H -3.97 -3.08 0.13
H -5.17 -3.75 -1.02
H -5.43 -3.79 0.71
H -4.75 -6.04 0.24
H -3.44 -5.54 -0.80
H -2.59 -7.12 1.25
H -1.48 -6.17 0.40
H -0.61 -6.96 2.60
H -2.00 -6.09 3.41
H -0.77 -5.17 2.78
C -2.56 4.58 -0.78
C -2.19 3.11 -0.82
O -3.41 2.39 -0.73
C -3.27 0.97 -0.71
C -4.69 0.36 -0.55
H -3.35 4.84 -1.49
H -2.90 4.88 0.21
H -1.70 5.20 -1.02
H -1.71 2.91 -1.78
H -1.53 2.78 -0.01
H -2.81 0.58 -1.62
H -2.71 0.74 0.20
H -4.73 -0.70 -0.77
H -5.44 0.74 -1.24
H -5.09 0.57 0.45
C -0.81 -0.52 7.36
C -0.79 -1.89 6.64
O -1.69 -2.70 7.36
C -2.31 -3.79 6.73
C -1.73 -5.11 7.31
H 0.04 0.06 7.01
H -1.63 0.07 6.97
H -0.80 -0.68 8.44
H -1.08 -1.75 5.60
H 0.20 -2.34 6.67
H -3.33 -3.68 7.09
H -2.28 -3.74 5.64
H -2.03 -5.10 8.37
H -0.65 -5.18 7.29
H -2.31 -5.91 6.84
C -3.38 -1.95 -4.47
C -3.07 -3.16 -3.58
O -2.68 -2.73 -2.31
C -1.33 -2.49 -2.21
C -1.03 -2.36 -0.74
H -4.01 -2.31 -5.28
H -3.92 -1.12 -4.00
H -2.46 -1.52 -4.86
H -4.02 -3.67 -3.41
H -2.50 -3.97 -4.05
H -0.82 -3.34 -2.68
H -1.01 -1.57 -2.70
H -1.82 -1.75 -0.30
H -0.02 -2.00 -0.54
H -1.27 -3.31 -0.26
C 4.74 3.81 2.04
C 4.27 3.19 0.68
O 5.05 3.86 -0.32
C 4.70 3.60 -1.67
C 5.16 4.72 -2.54
H 5.79 3.60 2.25
H 4.58 4.89 2.07
H 4.14 3.36 2.83
H 4.58 2.14 0.66
H 3.19 3.28 0.67
H 4.92 2.61 -2.07
H 3.61 3.64 -1.64
H 6.24 4.58 -2.61
H 4.94 5.69 -2.08
H 4.65 4.70 -3.50
C 1.01 4.65 2.62
C 0.99 5.37 1.27
O 1.55 6.68 1.62
C 1.68 7.48 0.45
C 2.03 8.88 0.89
H 0.45 5.23 3.36
H 0.52 3.68 2.53
H 2.01 4.38 2.95
H 1.44 4.84 0.44
H -0.05 5.56 1.01
H 2.49 7.07 -0.16
H 0.75 7.56 -0.11
H 1.35 9.21 1.67
H 2.06 9.54 0.02
H 3.03 8.90 1.34
O -1.93 -4.15 -6.52
C -0.70 -4.04 -6.40
O 0.04 -2.95 -6.60
C -0.60 -1.67 -6.95
C -0.37 -1.39 -8.46
C 0.16 -5.26 -5.94
H -0.15 -0.95 -6.28
H -1.67 -1.68 -6.74
H 0.67 -1.43 -8.77
H -0.75 -0.40 -8.73
H -0.88 -2.16 -9.04
H -0.57 -6.03 -5.69
H 0.71 -5.07 -5.02
H 0.86 -5.46 -6.74
O 1.79 -0.73 5.13
C 2.41 0.36 4.93
O 3.55 0.55 4.25
C 4.19 -0.54 3.70
C 3.73 -0.69 2.29
C 1.96 1.66 5.52
H 4.13 -1.44 4.31
H 5.25 -0.33 3.51
H 4.00 0.27 1.84
H 2.66 -0.88 2.26
H 4.20 -1.51 1.74
H 0.99 1.90 5.08
H 2.63 2.52 5.45
H 1.83 1.42 6.58
O 3.38 -4.30 -3.90
C 3.25 -3.16 -3.42
O 4.09 -2.57 -2.56
C 5.19 -3.29 -2.05
C 5.90 -2.47 -0.88
C 2.16 -2.24 -3.79
H 5.86 -3.67 -2.82
H 4.85 -4.19 -1.54
H 6.69 -3.12 -0.50
H 5.25 -2.18 -0.06
H 6.39 -1.64 -1.39
H 1.66 -2.03 -2.84
H 1.55 -2.75 -4.54
H 2.68 -1.32 -4.07
*
```

Maximum force, eV Å⁻¹: 5.56

=====

Here is a cluster of 7 separate species, C60H127F3N5O5 in total in a non-equilibrium geometry from OMol25. Energies are from wB97M-V/def2-TZVPD.

The geometry in ORCA input format:
```
! wB97M-V def2-TZVPD RIJCOSX def2/J DEFGRID3
* xyz 3 1
C -2.01 7.48 -0.54
C -2.21 6.02 -0.91
C -0.99 5.10 -0.84
C -0.13 5.37 -2.02
N 1.13 4.54 -2.27
C 2.07 5.10 -3.40
C 3.51 4.82 -2.89
C 3.36 4.14 -1.54
C 2.02 4.64 -1.04
C 0.69 3.11 -2.61
C -0.17 3.03 -3.88
C -0.42 1.53 -4.13
H -1.48 8.06 -1.27
H -1.39 7.51 0.38
H -2.98 8.03 -0.38
H -2.60 5.94 -1.95
H -2.99 5.62 -0.28
H -1.28 4.04 -0.88
H -0.40 5.22 0.06
H 0.18 6.42 -1.94
H -0.60 5.28 -2.97
H 1.89 4.62 -4.35
H 1.82 6.14 -3.48
H 4.15 4.31 -3.65
H 3.96 5.78 -2.69
H 3.31 3.05 -1.65
H 4.14 4.34 -0.80
H 1.63 3.90 -0.35
H 2.07 5.65 -0.58
H 0.09 2.83 -1.73
H 1.54 2.47 -2.67
H 0.31 3.50 -4.75
H -1.13 3.53 -3.70
H -1.22 1.36 -4.80
H -0.57 1.05 -3.19
H 0.41 1.04 -4.59
C -5.33 -0.93 -3.30
C -6.67 -0.22 -3.01
C -6.97 0.03 -1.53
C -6.33 1.35 -0.97
N -5.66 1.25 0.38
C -5.04 2.60 0.71
C -3.63 2.52 0.07
C -3.44 1.08 -0.42
C -4.45 0.37 0.45
C -6.62 0.75 1.44
C -7.88 1.65 1.71
C -8.55 1.16 3.01
H -4.51 -0.49 -2.73
H -5.03 -0.87 -4.35
H -5.46 -1.99 -3.00
H -7.51 -0.69 -3.54
H -6.66 0.73 -3.54
H -6.67 -0.88 -1.00
H -8.07 0.06 -1.46
H -7.07 2.11 -0.95
H -5.62 1.75 -1.72
H -4.99 2.67 1.79
H -5.62 3.45 0.35
H -2.94 2.60 0.91
H -3.44 3.33 -0.66
H -2.47 0.63 -0.19
H -3.74 0.84 -1.46
H -4.17 0.40 1.51
H -4.39 -0.69 0.14
H -6.03 0.82 2.35
H -6.92 -0.29 1.28
H -8.55 1.61 0.82
H -7.68 2.73 1.86
H -9.29 1.83 3.40
H -7.77 0.98 3.76
H -9.09 0.27 2.73
C 3.40 1.32 4.82
C 2.05 1.98 4.46
C 0.81 1.19 5.03
C 0.85 -0.34 4.96
N -0.54 -1.01 4.92
C -1.31 -0.76 3.61
C -0.96 -1.90 2.62
C 0.06 -2.80 3.44
C -0.40 -2.53 4.88
C -1.24 -0.50 6.17
C -0.70 -0.98 7.50
C -1.28 -0.16 8.64
H 3.55 0.33 4.38
H 3.42 1.10 5.90
H 4.24 1.94 4.57
H 1.98 2.04 3.38
H 2.08 3.04 4.75
H -0.11 1.50 4.55
H 0.73 1.43 6.10
H 1.40 -0.85 5.78
H 1.28 -0.68 4.04
H -2.35 -0.69 3.88
H -1.03 0.28 3.37
H -1.90 -2.42 2.38
H -0.45 -1.48 1.72
H 0.04 -3.88 3.23
H 1.06 -2.40 3.35
H -1.34 -2.89 5.21
H 0.38 -2.82 5.66
H -2.31 -0.81 6.16
H -1.32 0.59 6.10
H 0.37 -0.98 7.60
H -0.91 -2.07 7.57
H -1.02 0.91 8.54
H -0.89 -0.59 9.54
H -2.38 -0.23 8.63
C -0.03 -2.61 -0.84
C 0.97 -3.74 -0.47
C 1.60 -4.61 -1.62
C 0.50 -5.40 -2.20
N 0.86 -6.35 -3.25
C -0.41 -7.05 -3.61
C -0.49 -8.29 -2.67
C 0.92 -8.45 -2.05
C 1.76 -7.47 -2.83
C 1.43 -5.60 -4.46
C 0.56 -4.47 -5.01
C 1.16 -4.05 -6.36
H -0.25 -2.03 0.06
H -0.98 -2.99 -1.20
H 0.46 -1.98 -1.60
H 0.44 -4.33 0.30
H 1.76 -3.27 0.09
H 2.35 -5.28 -1.22
H 2.10 -3.86 -2.31
H -0.30 -4.80 -2.64
H 0.08 -5.93 -1.32
H -0.40 -7.29 -4.69
H -1.18 -6.28 -3.53
H -0.66 -9.12 -3.34
H -1.26 -8.25 -1.92
H 1.34 -9.48 -2.12
H 0.98 -8.20 -0.99
H 2.15 -7.86 -3.79
H 2.64 -7.13 -2.27
H 1.50 -6.41 -5.18
H 2.42 -5.31 -4.21
H 0.51 -3.65 -4.31
H -0.45 -4.85 -5.16
H 0.69 -3.24 -6.91
H 1.22 -4.89 -7.05
H 2.18 -3.67 -6.23
C 7.85 -3.17 -3.82
C 8.19 -2.45 -2.51
C 7.29 -1.25 -2.06
C 5.99 -1.76 -1.53
N 4.91 -0.82 -0.93
C 3.76 -1.64 -0.30
C 4.21 -1.99 1.14
C 5.40 -1.09 1.44
C 5.37 -0.08 0.31
C 4.57 0.19 -1.94
C 4.28 -0.44 -3.30
C 3.73 0.66 -4.17
H 8.13 -2.46 -4.60
H 6.81 -3.54 -3.90
H 8.48 -4.02 -4.06
H 9.22 -2.16 -2.66
H 8.27 -3.14 -1.67
H 7.22 -0.49 -2.90
H 7.89 -0.80 -1.27
H 6.18 -2.45 -0.72
H 5.47 -2.30 -2.32
H 3.01 -0.87 -0.17
H 3.46 -2.44 -0.90
H 3.38 -1.89 1.79
H 4.52 -3.05 1.20
H 5.35 -0.54 2.41
H 6.37 -1.60 1.39
H 4.53 0.63 0.50
H 6.30 0.43 0.15
H 5.45 0.83 -1.94
H 3.69 0.75 -1.54
H 3.47 -1.18 -3.07
H 5.12 -0.91 -3.84
H 3.36 0.30 -5.14
H 4.59 1.21 -4.47
H 2.97 1.27 -3.70
C -3.21 2.71 3.68
O -2.00 3.14 4.40
O -3.04 1.56 3.05
C -4.21 2.57 4.89
F -4.37 3.67 5.66
F -5.40 2.32 4.33
F -3.88 1.54 5.73
C -1.62 4.48 4.16
C -0.45 4.64 3.10
H 0.42 4.01 3.36
H -0.76 4.23 2.11
H -0.18 5.71 2.91
H -1.21 4.93 5.06
H -2.57 5.00 3.99
H -3.63 3.59 3.16
O 0.12 1.78 0.43
C 1.17 0.85 0.26
O 1.25 -0.02 1.12
O 1.81 1.04 -0.79
H 0.07 1.71 1.39
*
```

Energy relative to the best compared isomer or geometry (same formula, charge and spin), kcal per mole: 0.00
Maximum force, eV Å⁻¹: 3.27

=====

Number 1: DFT total energy -130410.4952 eV. Number 2: DFT total energy -90097.2498 eV.